Entry 1:
The following is a quantum chemistry calculation of a molecular structure, C7H11N3O, from OMol25.

Atoms and positions in Å:
O -1.201 2.233 0.815
N 0.649 -3.240 0.237
N 0.141 -1.440 1.700
N -1.503 -0.482 0.695
C 1.194 1.970 0.220
C -0.335 1.263 -1.302
C -0.300 1.764 0.116
C -1.046 -1.503 -0.170
C -0.145 -2.174 0.542
C -0.765 -0.544 1.771
C 1.148 1.363 -1.213
H 1.218 -3.604 1.016
H -1.439 -1.678 -1.154
H -0.819 1.867 -2.014
H -0.995 0.247 2.520
H 0.864 -3.441 -0.716
H 1.716 0.452 -1.257
H 1.741 1.531 1.035
H -2.151 0.060 0.480
H 1.579 1.903 -2.094
H 1.296 3.129 0.230
H -0.848 0.323 -1.457

E_HOMO in eV: -7.876
Energy relative to the best compared isomer or geometry (same formula, charge and spin) in kJ/mol: 296.7
LUMO level in Eh: 0.02913
Frontier orbital gap in hartree: 0.3186

***

Entry 2:
The following is a quantum chemistry calculation of a molecular structure, C15H32As2BeN2O5, from OMol25.

Atoms and positions in Å:
As -1.796 0.009 -0.302
As 0.498 0.498 1.997
O 0.139 -1.106 -2.903
O 0.361 2.345 -1.355
O 4.373 0.496 -0.598
O 2.190 -1.918 -0.366
O -0.108 -2.596 1.266
N 3.155 0.581 -1.356
N 1.275 -0.396 -2.432
C 3.306 0.500 -2.731
C -1.390 0.282 2.607
C 4.569 0.890 -3.344
C -4.089 0.112 3.293
C -1.755 0.335 3.947
C -3.716 0.088 1.943
C 1.365 0.192 3.728
C 1.684 0.134 -4.810
C 0.491 2.452 1.975
C 2.102 0.107 -3.381
C -3.212 -1.203 -0.897
C -3.117 0.224 4.294
C -2.369 0.127 1.603
C -2.630 1.696 -0.826
C -1.388 -3.595 0.542
Be 2.297 -0.755 -1.226
H 0.833 3.170 -1.623
H 2.349 0.799 -5.376
H -4.190 -0.755 -0.693
H 0.653 0.513 -4.840
H 0.438 -2.695 2.093
H -3.653 1.720 -0.433
H -1.280 -3.130 -0.445
H -2.021 2.516 -0.428
H -1.006 0.444 4.732
H -3.035 -1.304 -1.978
H 0.901 -0.697 4.176
H -3.102 -2.180 -0.412
H 1.509 2.807 2.106
H 1.052 1.633 -1.337
H 2.983 -2.497 -0.245
H -0.123 2.842 2.779
H 0.123 2.829 1.026
H 5.345 1.001 -2.581
H 1.635 -0.866 -5.277
H -0.577 -0.631 -2.386
H -2.383 -3.503 1.019
H -5.149 0.050 3.562
H 1.265 1.081 4.367
H -0.865 -4.528 0.507
H 4.230 0.302 0.354
H 2.422 -0.009 3.491
H 4.875 0.143 -4.077
H -3.404 0.241 5.343
H -4.483 0.045 1.166
H 4.428 1.833 -3.880
H 0.609 -2.389 0.547
H -2.613 1.714 -1.923

E_HOMO (spin up / spin down) in eV: -7.373 / -4.444
Energy relative to the best compared isomer or geometry (same formula, charge and spin) in kJ/mol: 69.7
LUMO level (spin up / spin down) in Eh: 0.00568 / -0.02080
Frontier orbital gap (spin up / spin down) in hartree: 0.2766 / 0.1425

***

Entry 3:
The following is a quantum chemistry calculation of a molecular structure, C21H26FeNO2, from OMol25.

Atoms and positions in Å:
Fe 2.282 1.419 -3.474
O 1.641 3.519 -1.513
O -0.534 1.620 -4.305
N -1.076 -1.542 1.143
C -2.233 -2.453 3.081
C -1.842 0.036 3.062
C 3.905 0.617 -2.591
C 0.969 3.037 1.849
C -0.326 3.047 1.327
C 0.628 1.566 -4.178
C -0.336 0.296 -0.722
C -1.242 -0.756 -0.668
C 4.171 0.908 -3.970
C -2.020 -3.596 2.086
C 1.336 2.072 2.802
C 2.789 -0.286 -2.541
C 2.091 2.824 -2.337
C 0.404 1.120 3.213
C -1.346 -1.314 2.611
C -2.690 -0.507 -1.103
C -1.364 -2.999 0.847
C 3.217 0.199 -4.770
C -0.887 1.129 2.679
C 2.352 -0.531 -3.887
C -1.268 2.120 1.769
H -2.864 0.241 2.724
H -2.949 -4.103 1.811
H 4.996 1.513 -4.348
H -0.607 3.773 0.560
H -0.631 1.242 -1.186
H 0.693 0.167 -0.390
H -0.426 -3.518 0.584
H -1.885 -0.030 4.161
H 0.667 0.349 3.949
H -2.932 0.561 -1.015
H -0.866 -1.721 -1.052
H -3.444 -1.091 -0.558
H -2.791 -0.785 -2.170
H -1.930 -2.741 4.094
H -0.359 -1.451 3.075
H -0.064 -1.426 1.044
H 1.697 3.772 1.509
H 2.341 2.060 3.221
H -2.289 2.108 1.380
H 1.585 -1.252 -4.158
H 2.415 -0.795 -1.653
H -1.343 -4.343 2.514
H 4.506 0.920 -1.738
H -2.025 -3.053 -0.026
H -3.286 -2.133 3.120
H 3.175 0.195 -5.864

Net charge: +1
E_HOMO (spin up / spin down) in eV: -8.486 / -11.386
2S+1: 5
Energy relative to the best compared isomer or geometry (same formula, charge and spin) in kJ/mol: 0.0
LUMO level (spin up / spin down) in Eh: -0.10193 / -0.19587
Frontier orbital gap (spin up / spin down) in hartree: 0.2099 / 0.2226

***

Entry 4:
The following is a quantum chemistry calculation of C4H8OS in the gas phase, from OMol25.

Atoms and positions in Å:
S 1.884 -0.749 0.060
O -2.010 -0.602 0.107
C 0.252 -1.467 0.159
C -0.197 0.985 0.370
C 1.250 0.954 -0.142
C -0.657 -0.326 -0.249
H -2.594 -0.122 -0.470
H -0.223 1.011 1.457
H -0.694 1.828 -0.006
H 0.080 -1.738 1.193
H 1.403 1.328 -1.157
H -0.560 -0.299 -1.305
H 1.899 1.539 0.470
H 0.167 -2.342 -0.488

E_HOMO in eV: -8.489
SMILES: O[C@H]1CCSC1
Energy relative to the best compared isomer or geometry (same formula, charge and spin) in kJ/mol: 35.3
LUMO level in Eh: 0.02984
Frontier orbital gap in hartree: 0.3418

***

Entry 5:
The following is a quantum chemistry calculation of a molecular structure, C35H32BCl3MnN9P, from OMol25.

Atoms and positions in Å:
Mn 0.156 0.218 0.412
Cl -1.105 -4.422 -3.781
Cl 1.725 -4.960 -3.458
Cl -0.097 -5.431 -1.253
P 2.552 -0.335 0.817
N -1.634 0.851 -0.330
N -3.898 0.253 2.639
N -2.656 0.826 0.560
N -0.904 -1.457 1.138
N -1.952 -1.173 1.947
N -1.494 1.134 2.800
N -4.358 1.292 3.381
N -0.246 1.247 2.268
N 0.607 -1.955 -1.818
C 4.640 -0.657 -2.655
C 1.933 -1.377 3.261
C 4.303 -1.514 2.759
C 2.485 3.638 0.304
C -3.738 1.397 0.007
C 3.002 -1.131 2.390
C 0.453 -3.030 -2.186
C 4.472 -2.149 3.989
C -2.320 -2.275 2.615
C -6.072 -0.076 2.846
C 1.137 1.715 -0.616
C 4.123 1.875 1.700
C 3.065 -3.461 0.213
C 4.348 3.241 1.781
C -1.510 -3.321 2.220
C 3.527 4.118 1.085
C 3.076 1.396 0.921
C 3.410 -2.387 4.842
C 3.590 -2.444 -0.763
C 4.002 -0.180 -1.522
C -0.288 2.278 4.254
C 2.130 -1.992 4.482
C 3.476 -1.059 -0.571
C 4.761 -2.025 -2.845
C 0.479 1.942 3.143
C 2.251 2.269 0.206
C -3.422 1.791 -1.279
C -1.534 1.745 3.995
C -4.925 -0.571 2.289
C -2.089 1.429 -1.439
C 5.540 -1.276 1.930
C 4.239 -2.898 -1.906
C 0.253 -4.407 -2.655
C -0.641 -2.752 1.295
C -5.653 1.090 3.519
B -2.522 0.280 2.024
H -2.452 1.779 4.554
H 3.583 -2.880 5.790
H 0.014 2.842 5.119
H 0.381 2.472 -0.818
H 4.336 -3.967 -2.057
H -7.063 -0.489 2.782
H 5.470 -2.456 4.280
H -3.131 -2.247 3.323
H 3.810 -3.692 0.977
H 3.931 0.889 -1.370
H -1.440 1.552 -2.292
H -6.243 1.784 4.096
H 6.195 -0.559 2.430
H 2.182 -3.117 0.739
H 5.333 -0.896 0.937
H 5.046 0.037 -3.378
H -1.546 -4.342 2.556
H 5.151 3.622 2.398
H 1.512 2.170 2.933
H 1.292 -2.169 5.143
H -4.657 1.489 0.562
H 5.261 -2.412 -3.722
H 4.737 1.194 2.273
H 0.152 -3.209 0.737
H 6.110 -2.201 1.825
H -4.767 -1.432 1.659
H 1.467 1.265 -1.558
H 2.822 -4.392 -0.302
H -4.066 2.272 -1.993
H 3.693 5.184 1.159
H 0.933 -1.083 2.976
H 1.844 4.330 -0.227

Net charge: +1
E_HOMO (spin up / spin down) in eV: -11.229 / -11.441
2S+1: 5
Energy relative to the best compared isomer or geometry (same formula, charge and spin) in kJ/mol: 0.0
LUMO level (spin up / spin down) in Eh: -0.12948 / -0.08596
Frontier orbital gap (spin up / spin down) in hartree: 0.2832 / 0.3345

***

Entry 6:
The following is a quantum chemistry calculation of 2 unconnected molecules or ions with the total composition C3H8N2O2, from OMol25.

Atoms and positions in Å:
O -2.164 -1.623 0.224
O 3.542 -0.916 0.237
N -1.404 -0.522 -0.279
N 0.784 0.003 -0.443
C -1.407 0.825 0.360
C -0.119 -0.911 -0.481
C 0.059 1.264 -0.184
H -1.346 0.735 1.420
H 3.524 -0.084 0.805
H -3.090 -1.467 -0.126
H -2.230 1.455 0.045
H 0.195 -1.942 -0.421
H -0.089 1.867 -1.108
H 0.624 1.849 0.556
H 3.123 -0.532 -0.605

E_HOMO in eV: -8.881
SMILES: ON1C=NCC1.O
Energy relative to the best compared isomer or geometry (same formula, charge and spin) in kJ/mol: 350.0
LUMO level in Eh: 0.02486
Frontier orbital gap in hartree: 0.3512

***

Entry 7:
The following is a quantum chemistry calculation of 2 unconnected molecules or ions with the total composition C5H11NO, from OMol25.

Atoms and positions in Å:
O -0.729 0.927 2.476
N 0.214 -0.266 0.028
C -0.137 -0.678 -1.314
C -1.143 -0.579 -0.193
C 0.491 1.046 0.402
C 0.630 -1.888 -1.820
C 0.503 1.298 1.906
H -0.838 1.649 -0.034
H 0.090 -2.412 -2.614
H 1.417 1.400 -0.093
H 0.839 -2.592 -1.008
H -0.290 0.103 -2.067
H -1.407 1.347 1.927
H 0.726 2.367 2.043
H -1.591 -1.427 0.342
H -1.636 0.535 -0.219
H 1.597 -1.569 -2.239
H 1.264 0.740 2.476

E_HOMO in eV: -9.201
Energy relative to the best compared isomer or geometry (same formula, charge and spin) in kJ/mol: 410.2
LUMO level in Eh: 0.04119
Frontier orbital gap in hartree: 0.3793

***

Entry 8:
The following is a quantum chemistry calculation of 2 unconnected molecules or ions with the total composition C4H6FNO, from OMol25.

Atoms and positions in Å:
F -0.337 -0.443 1.544
O -0.915 0.505 -0.402
N 3.138 0.439 -0.012
C 2.037 0.156 -0.069
C -0.395 -0.505 0.157
C -0.599 1.806 0.209
C -0.375 -1.820 -0.516
H 0.508 -2.321 -0.205
H -0.762 1.962 1.294
H -1.159 2.619 -0.464
H -0.519 -1.731 -1.500
H -1.206 -2.375 -0.259
H 0.582 1.707 0.222

E_HOMO (spin up / spin down) in eV: -9.903 / -9.903
Energy relative to the best compared isomer or geometry (same formula, charge and spin) in kJ/mol: 380.3
LUMO level (spin up / spin down) in Eh: -0.01846 / -0.01846
Frontier orbital gap (spin up / spin down) in hartree: 0.3455 / 0.3455